[1]
The following is a DFT calculation (the ωB97M-V functional and the def2-TZVPD basis) of 2 unconnected molecules or ions with the total composition C4H4ClFOS at a distorted geometry.

Bonds (Å) are listed after each position.
CARTESIAN COORDINATES (ANGSTROEM)
1 C 0.317 0.212 0.101  C2 1.478, C3 1.553, C4 1.518, O9 1.426
2 C -0.742 1.211 -0.153  C1 1.478, H6 1.132, S11 1.653
3 C 0.126 -0.988 -0.866  C1 1.553, C4 1.589, H7 1.125, Cl12 1.694
4 C -0.125 -1.112 0.699  C1 1.518, C3 1.589, H8 1.183, F10 1.417
5 H 0.947 2.230 1.273  no bonds
6 H -1.742 0.684 -0.083  C2 1.132
7 H -0.761 -0.742 -1.513  C3 1.125
8 H 0.636 -1.859 1.210  C4 1.183
9 O 1.667 0.660 0.204  C1 1.426
10 F -1.434 -1.509 1.069  C4 1.417
11 S -0.375 2.818 -0.275  C2 1.653
12 Cl 1.485 -1.605 -1.665  C3 1.694

## Properties
LUMO level = -0.0685 hartree
HOMO level = -9.465 eV
Orbital gap = 7.60 eV
Energy above the lowest of the compared OMol25 structures with the same formula, charge and spin = 673.7 kJ/mol



[2]
The following is a DFT calculation (the ωB97M-V functional and the def2-TZVPD basis) of C5H10O in the gas phase.

Bonds (Å) are listed after each position.
CARTESIAN COORDINATES (ANGSTROEM)
1 C -0.333 -0.339 -2.396  C2 1.518, H7 1.096, H8 1.094, H9 1.095
2 C -0.766 0.517 -1.220  C1 1.518, O3 1.421, H10 1.099, H11 1.097
3 O -0.812 -0.216 -0.004  C2 1.421, C4 1.390
4 C 0.033 0.308 0.967  O3 1.390, C5 1.487, C6 1.488, H12 1.090
5 C 0.036 -0.124 2.390  C4 1.487, C6 1.528, H13 1.088, H14 1.085
6 C 1.222 -0.430 1.476  C4 1.488, C5 1.528, H15 1.086, H16 1.086
7 H -0.401 0.248 -3.319  C1 1.096
8 H -0.975 -1.218 -2.498  C1 1.094
9 H 0.703 -0.675 -2.279  C1 1.095
10 H -0.074 1.365 -1.117  C2 1.099
11 H -1.767 0.933 -1.391  C2 1.097
12 H 0.185 1.383 0.872  C4 1.090
13 H 0.016 0.675 3.128  C5 1.088
14 H -0.518 -1.006 2.695  C5 1.085
15 H 2.189 0.065 1.477  C6 1.086
16 H 1.263 -1.485 1.221  C6 1.086

## Properties
LUMO level = 0.0452 hartree
HOMO level = -9.108 eV
Orbital gap = 10.34 eV
Energy above the lowest of the compared OMol25 structures with the same formula, charge and spin = 166.4 kJ/mol
Structure (SMILES) = CCOC1CC1



[3]
The following is a DFT calculation (the ωB97M-V functional and the def2-TZVPD basis) of 10 unconnected molecules or ions with the total composition C31H68F3N9O11 at a distorted geometry.

Bonds (Å) are listed after each position.
CARTESIAN COORDINATES (ANGSTROEM)
1 C 10.904 16.311 16.087  C2 1.547, H6 1.071, H7 1.070, H8 1.077
2 C 10.253 17.666 15.719  C1 1.547, O3 1.266, N4 1.326
3 O 10.282 18.148 14.549  C2 1.266
4 N 9.751 18.351 16.737  C2 1.326, C5 1.444, H9 1.006
5 C 9.209 19.683 16.603  N4 1.444, H10 1.113, H11 1.096, H12 1.026
6 H 10.432 15.907 16.960  C1 1.071
7 H 11.949 16.507 16.216  C1 1.070
8 H 10.810 15.689 15.212  C1 1.077
9 H 9.976 17.997 17.651  N4 1.006
10 H 8.897 19.857 15.549  C5 1.113
11 H 10.041 20.372 16.791  C5 1.096
12 H 8.420 19.880 17.228  C5 1.026
13 C 11.828 11.279 16.473  C14 1.548, H18 1.072, H19 1.120, H20 1.080
14 C 10.606 10.376 16.183  C13 1.548, O15 1.240, N16 1.347
15 O 10.679 9.161 15.946  C14 1.240
16 N 9.420 10.989 16.365  C14 1.347, C17 1.434, H21 0.992
17 C 8.245 10.166 16.382  N16 1.434, H22 1.081, H23 1.091, H24 1.116
18 H 12.644 10.916 15.879  C13 1.072
19 H 12.100 11.260 17.559  C13 1.120
20 H 11.643 12.307 16.197  C13 1.080
21 H 9.438 11.967 16.530  N16 0.992
22 H 8.090 9.611 15.468  C17 1.081
23 H 7.396 10.851 16.436  C17 1.091
24 H 8.295 9.459 17.244  C17 1.116
25 C 12.865 13.520 9.933  C26 1.485, H30 1.113, H31 1.047, H32 1.151
26 C 12.109 14.040 11.101  C25 1.485, O27 1.240, N28 1.332
27 O 12.074 15.265 11.283  C26 1.240
28 N 11.461 13.286 11.988  C26 1.332, C29 1.444, H33 1.005
29 C 10.694 13.815 13.091  N28 1.444, H34 1.086, H35 1.068, H36 1.102
30 H 12.393 14.058 9.080  C25 1.113
31 H 12.859 12.475 9.980  C25 1.047
32 H 13.976 13.812 9.995  C25 1.151
33 H 11.593 12.291 11.974  N28 1.005
34 H 11.434 14.350 13.680  C29 1.086
35 H 10.301 12.969 13.610  C29 1.068
36 H 9.938 14.543 12.754  C29 1.102
37 C 11.935 18.342 9.912  C38 1.446, H42 1.119, H43 1.126, H44 1.085
38 C 12.814 18.457 11.054  C37 1.446, O39 1.231, N40 1.298
39 O 14.040 18.502 10.955  C38 1.231
40 N 12.251 18.652 12.207  C38 1.298, C41 1.421, H45 1.011
41 C 13.050 19.008 13.327  N40 1.421, H46 1.116, H47 1.112, H48 1.088
42 H 12.244 17.546 9.189  C37 1.119
43 H 12.034 19.281 9.297  C37 1.126
44 H 10.941 18.136 10.294  C37 1.085
45 H 11.258 18.796 12.324  N40 1.011
46 H 12.660 18.404 14.180  C41 1.116
47 H 13.026 20.109 13.485  C41 1.112
48 H 14.087 18.760 13.109  C41 1.088
49 C 14.069 10.085 12.663  C50 1.506, H54 1.112, H55 1.139, H56 1.066
50 C 12.633 9.776 12.997  C49 1.506, O51 1.243, N52 1.386
51 O 11.842 10.572 13.532  C50 1.243
52 N 12.180 8.560 12.509  C50 1.386, C53 1.492, H57 1.028
53 C 10.692 8.456 12.462  N52 1.492, H58 1.028, H59 1.125, H60 1.128
54 H 14.821 9.448 13.178  C49 1.112
55 H 14.292 11.169 12.932  C49 1.139
56 H 14.237 9.975 11.616  C49 1.066
57 H 12.734 8.109 11.770  N52 1.028
58 H 10.497 7.528 12.064  C53 1.028
59 H 10.205 9.256 11.840  C53 1.125
60 H 10.381 8.527 13.544  C53 1.128
61 C 17.911 16.413 16.839  C62 1.509, H66 1.083, H67 1.048, H68 1.099
62 C 19.163 15.573 16.892  C61 1.509, O63 1.219, N64 1.345
63 O 19.773 15.210 15.901  C62 1.219
64 N 19.516 15.192 18.133  C62 1.345, C65 1.406, H69 1.010
65 C 20.622 14.348 18.338  N64 1.406, H70 1.090, H71 1.051, H72 1.074
66 H 17.062 15.752 16.967  C61 1.083
67 H 17.851 16.862 15.894  C61 1.048
68 H 17.766 16.972 17.773  C61 1.099
69 H 19.213 15.773 18.901  N64 1.010
70 H 21.175 14.674 19.218  C65 1.090
71 H 21.365 14.179 17.614  C65 1.051
72 H 20.377 13.339 18.610  C65 1.074
73 C 15.398 17.270 7.568  C74 1.503, H78 1.114, H79 1.068, H80 1.060
74 C 16.323 18.442 7.746  C73 1.503, O75 1.221, N76 1.410
75 O 17.173 18.873 6.983  C74 1.221
76 N 16.206 19.072 9.002  C74 1.410, C77 1.428, H81 1.018
77 C 16.649 20.425 9.109  N76 1.428, H82 1.095, H83 1.127, H84 1.086
78 H 14.735 17.404 6.684  C73 1.114
79 H 14.732 17.210 8.401  C73 1.068
80 H 15.988 16.393 7.482  C73 1.060
81 H 15.372 18.805 9.521  N76 1.018
82 H 16.536 20.991 8.178  C77 1.095
83 H 17.735 20.468 9.409  C77 1.127
84 H 15.973 20.876 9.828  C77 1.086
85 C 20.921 17.433 7.378  C86 1.535, H90 1.129, H91 1.078, H92 1.100
86 C 20.745 17.792 8.860  C85 1.535, O87 1.236, N88 1.349
87 O 21.324 18.706 9.458  C86 1.236
88 N 19.869 16.985 9.493  C86 1.349, C89 1.453, H93 1.027
89 C 19.415 15.673 9.066  N88 1.453, H94 1.068, H95 1.138, H96 1.073
90 H 21.320 18.329 6.817  C85 1.129
91 H 19.999 17.031 6.991  C85 1.078
92 H 21.735 16.726 7.160  C85 1.100
93 H 19.803 17.076 10.514  N88 1.027
94 H 19.011 15.638 8.078  C89 1.068
95 H 18.567 15.213 9.668  C89 1.138
96 H 20.280 15.045 8.984  C89 1.073
97 C 21.464 16.315 13.085  C98 1.501, H102 1.159, H103 1.110, H104 1.092
98 C 20.872 15.144 12.358  C97 1.501, O99 1.236, N100 1.333
99 O 21.461 14.573 11.434  C98 1.236
100 N 19.699 14.775 12.875  C98 1.333, C101 1.500, H105 1.020
101 C 19.195 13.377 12.674  N100 1.500, H106 1.085, H107 1.071, H108 1.125
102 H 21.449 17.355 12.574  C97 1.159
103 H 22.558 16.134 13.023  C97 1.110
104 H 21.151 16.353 14.131  C97 1.092
105 H 19.482 15.146 13.800  N100 1.020
106 H 19.207 12.968 13.678  C101 1.085
107 H 19.851 12.798 12.055  C101 1.071
108 H 18.160 13.466 12.241  C101 1.125
109 C 17.587 18.807 12.604  C110 1.467, H118 1.087, H119 1.125, H120 1.083
110 C 17.276 17.516 11.981  C109 1.467, O111 1.507, H121 1.093, H122 1.050
111 O 16.440 16.727 12.956  C110 1.507, C112 1.314
112 C 16.013 15.558 12.532  O111 1.314, O113 1.226, C114 1.525
113 O 16.328 14.944 11.518  C112 1.226
114 C 15.077 14.863 13.515  C112 1.525, F115 1.338, F116 1.355, F117 1.326
115 F 14.467 13.789 13.002  C114 1.338
116 F 15.865 14.441 14.534  C114 1.355
117 F 14.158 15.669 14.030  C114 1.326
118 H 17.852 19.508 11.816  C109 1.087
119 H 18.353 18.720 13.423  C109 1.125
120 H 16.680 19.165 13.074  C109 1.083
121 H 18.059 16.755 11.936  C110 1.093
122 H 16.650 17.480 11.139  C110 1.050

## Properties
LUMO level = 0.0061 hartree
HOMO level = -8.652 eV
Orbital gap = 8.82 eV
Energy above the lowest of the compared OMol25 structures with the same formula, charge and spin = 292.3 kJ/mol
Structure (SMILES) = CCOC(=O)C(F)(F)F.CNC(C)=O.CNC(C)=O.CNC(C)=O.CNC(C)=O.CNC(C)=O.CNC(C)=O.CNC(C)=O.CNC(C)=O.CNC(C)=O



[4]
The following is a DFT calculation (the ωB97M-V functional and the def2-TZVPD basis) of C19H24O4 in the gas phase.

Bonds (Å) are listed after each position.
CARTESIAN COORDINATES (ANGSTROEM)
1 C 3.504 3.547 -2.503  C2 1.497, H45 1.087, H46 1.088, H47 1.090
2 C 2.900 2.580 -1.533  C1 1.497, C3 1.387, C7 1.386
3 C 2.945 1.214 -1.772  C2 1.387, C4 1.385, H44 1.081
4 C 2.358 0.305 -0.908  C3 1.385, C5 1.398, C40 1.501
5 C 1.709 0.777 0.238  C4 1.398, C6 1.399, C13 1.486
6 C 1.688 2.147 0.519  C5 1.399, C7 1.386, C9 1.499
7 C 2.274 3.026 -0.379  C2 1.386, C6 1.386, H8 1.081
8 H 2.243 4.085 -0.169  C7 1.081
9 C 1.015 2.685 1.746  C6 1.499, H10 1.087, H11 1.087, H12 1.090
10 H 1.362 3.695 1.954  C9 1.087
11 H 1.222 2.061 2.611  C9 1.087
12 H -0.064 2.723 1.596  C9 1.090
13 C 1.072 -0.175 1.184  C5 1.486, O14 1.205, C15 1.547
14 O 1.466 -0.366 2.307  C13 1.205
15 C -0.144 -0.940 0.611  C13 1.547, C16 1.540, O22 1.419, H39 1.101
16 C -1.316 -1.105 1.595  C15 1.540, C17 1.528, C31 1.536, C35 1.530
17 C -2.509 -1.739 0.881  C16 1.528, O18 1.203, C19 1.524
18 O -3.377 -2.308 1.489  C17 1.203
19 C -2.570 -1.603 -0.635  C17 1.524, C20 1.521, C23 1.532, C27 1.542
20 C -1.698 -0.477 -1.171  C19 1.521, O21 1.200, O22 1.338
21 O -2.000 0.188 -2.123  C20 1.200
22 O -0.526 -0.249 -0.569  C15 1.419, C20 1.338
23 C -4.022 -1.373 -1.067  C19 1.532, H24 1.086, H25 1.086, H26 1.088
24 H -4.084 -1.328 -2.150  C23 1.086
25 H -4.647 -2.181 -0.697  C23 1.086
26 H -4.391 -0.433 -0.663  C23 1.088
27 C -2.063 -2.926 -1.245  C19 1.542, H28 1.088, H29 1.088, H30 1.088
28 H -2.148 -2.879 -2.328  C27 1.088
29 H -2.675 -3.747 -0.878  C27 1.088
30 H -1.025 -3.126 -0.987  C27 1.088
31 C -1.805 0.264 2.092  C16 1.536, H32 1.087, H33 1.088, H34 1.089
32 H -1.051 0.713 2.732  C31 1.087
33 H -2.721 0.141 2.666  C31 1.088
34 H -2.005 0.932 1.254  C31 1.089
35 C -0.932 -1.997 2.777  C16 1.530, H36 1.087, H37 1.088, H38 1.085
36 H -1.811 -2.167 3.392  C35 1.087
37 H -0.567 -2.960 2.426  C35 1.088
38 H -0.158 -1.527 3.376  C35 1.085
39 H 0.226 -1.943 0.349  C15 1.101
40 C 2.462 -1.162 -1.209  C4 1.501, H41 1.090, H42 1.088, H43 1.088
41 H 1.566 -1.500 -1.731  C40 1.090
42 H 2.583 -1.746 -0.299  C40 1.088
43 H 3.314 -1.353 -1.857  C40 1.088
44 H 3.450 0.848 -2.654  C3 1.081
45 H 3.792 4.470 -2.005  C1 1.087
46 H 4.378 3.117 -2.988  C1 1.088
47 H 2.777 3.793 -3.277  C1 1.090

## Properties
LUMO level = 0.0159 hartree
HOMO level = -9.018 eV
Orbital gap = 9.45 eV
Energy above the lowest of the compared OMol25 structures with the same formula, charge and spin = 0.0 kJ/mol
Structure (SMILES) = Cc1cc(C)c(C(=O)[C@@H]2OC(=O)C(C)(C)C(=O)C2(C)C)c(C)c1